P:
The following is a quantum chemistry calculation of C32H41FN5O14P2PmSe as an isolated structure, from the OMol25 dataset.

Positions of all 97 atoms, in Å:
Pm 0.1118 8.7265 19.6026
O 3.1799 8.5300 16.9180
C 2.1040 8.9366 17.2935
O 1.0756 8.1834 17.5442
C 1.8950 10.4267 17.6053
C 2.7635 11.4527 17.2702
C 2.5354 12.7173 17.8051
C 1.5030 12.8968 18.7177
C 0.7002 11.8095 19.0325
N 0.8733 10.6439 18.4268
C -0.3091 11.7976 20.1989
O -0.5942 12.8494 20.7358
O -0.6954 10.6169 20.5281
H 3.6164 11.2506 16.6350
H 3.1730 13.5548 17.5447
H 1.3210 13.8431 19.2140
C -2.1421 8.9137 13.3574
C -1.6657 9.2107 14.7681
C -0.2014 9.5837 14.8244
O -1.8705 8.0028 15.5605
P -2.2259 8.0294 17.0970
O -1.5913 9.0361 17.9652
C -1.7996 6.3246 17.5387
P -2.1478 6.1739 19.3108
O -1.4833 7.2268 20.1017
O -1.6650 4.7873 19.8571
C -1.7740 3.4354 19.3261
C -0.6339 3.1743 18.3628
C -3.1134 3.1512 18.6816
O -3.7204 6.2390 19.3704
C -4.5253 6.4476 20.5792
C -3.8694 7.3550 21.6019
C -4.8869 5.1076 21.1897
O -3.7882 8.2357 17.2081
C -4.7594 7.8975 16.1888
C -4.9068 6.3901 16.0714
C -6.0469 8.5833 16.5898
H -2.0136 9.8093 12.7382
H -3.2018 8.6434 13.3390
H -1.5521 8.1052 12.9191
H -2.2720 10.0035 15.2088
H 0.4169 8.7967 14.3817
H 0.1069 9.7149 15.8573
H -0.0364 10.5163 14.2677
H -0.7199 6.2060 17.3763
H -2.3554 5.6047 16.9282
H -1.6505 2.8256 20.2094
H -0.7849 3.6830 17.4023
H -0.5593 2.1003 18.1719
H 0.3215 3.4983 18.7767
H -3.2383 3.7074 17.7435
H -3.9433 3.3896 19.3489
H -3.1570 2.0834 18.4333
H -5.4091 6.9350 20.1834
H -3.0166 6.8684 22.0728
H -4.6033 7.5851 22.3730
H -3.5216 8.2875 21.1654
H -3.9852 4.5647 21.4970
H -5.4584 4.4860 20.4938
H -5.5037 5.2766 22.0761
H -4.3951 8.3050 15.2513
H -5.0234 5.9500 17.0673
H -4.0462 5.9354 15.5748
H -5.7894 6.1406 15.4726
H -6.4226 8.1741 17.5320
H -6.8064 8.4418 15.8150
H -5.8938 9.6554 16.7158
F 0.2751 11.6684 25.1549
C 1.4467 11.0840 24.8675
C 1.8172 10.9094 23.6023
N 3.0132 10.3099 23.2778
C 3.3301 10.0048 21.8981
C 2.2361 9.2509 21.1732
O 2.4349 9.0651 19.9419
O 1.1957 8.8680 21.7669
C 3.8788 9.8651 24.2503
O 4.9315 9.3105 23.9997
N 3.4775 10.1095 25.5436
C 2.2767 10.6602 25.9902
O 2.0420 10.7460 27.1744
H 1.1763 11.2237 22.7820
H 4.2188 9.3905 21.9053
H 3.5538 10.9102 21.3375
H 4.1149 9.7893 26.2525
Se 2.3869 6.2744 18.6392
N 1.1968 6.5929 19.8866
C 1.1846 5.6126 20.7633
C 0.3940 5.5840 21.9503
C 0.4295 4.4718 22.7187
C 1.2462 3.3472 22.3797
C 2.0585 3.3724 21.2920
C 2.0491 4.5220 20.4446
N 2.7677 4.7006 19.3427
H -0.1878 6.4537 22.2095
H -0.1518 4.4145 23.6281
H 1.2318 2.4750 23.0232
H 2.7229 2.5469 21.0486

**HOMO-LUMO gap (spin up / spin down)**: 7.74 / 7.74 eV
**Highest occupied orbital energy (spin up / spin down)**: -8.44 / -8.44 eV
**2S+1**: 5
**Total charge**: 0

Here are the Mulliken charges for atoms 1 to 6, given in e: Pm 0.093; O -0.759; C 0.377; O -0.229; C 0.886; C -1.444

Q:
The following is a quantum chemistry calculation of C32H41FN5O14P2PmSe as an isolated structure, from the OMol25 dataset.

Positions of all 97 atoms, in Å:
Pm 1.1551 -0.7152 0.2363
O 4.1403 2.6001 0.6983
C 3.5173 1.5658 0.8397
O 2.9006 0.8561 -0.0225
C 3.2860 1.1068 2.2887
C 3.7210 1.7896 3.3841
C 3.4604 1.2896 4.6593
C 2.6119 0.1591 4.7308
C 2.0801 -0.3497 3.5718
N 2.4643 0.1030 2.3690
C 1.1949 -1.5415 3.3980
O 1.2797 -2.4123 4.2478
O 0.4955 -1.5643 2.3138
H 4.2770 2.6800 3.2967
H 3.8162 1.7657 5.5565
H 2.3716 -0.2029 5.7134
C -4.6462 1.0429 -3.2375
C -3.6837 0.2159 -4.0637
C -4.2994 -1.1198 -4.4986
O -2.3936 -0.0571 -3.4008
P -1.9771 0.2429 -1.8872
O -0.7106 -0.4694 -1.4709
C -1.8609 1.9890 -1.6221
P -1.1456 2.4552 -0.0043
O -0.0644 1.5572 0.3904
O -0.6746 3.9038 -0.1250
C 0.7509 4.3987 0.0018
C 1.2438 4.2191 1.4406
C 1.6094 3.7306 -1.0432
O -2.3615 2.4363 0.9229
C -3.5503 3.2598 1.2431
C -4.2092 3.9430 0.0529
C -3.0897 4.2534 2.2912
O -3.1900 -0.1022 -0.9903
C -3.4714 -1.3573 -0.3143
C -2.9823 -2.6296 -1.0015
C -2.8177 -1.1602 1.0289
H -5.5552 1.2089 -3.8131
H -4.3216 2.0830 -3.0608
H -4.9801 0.5358 -2.3235
H -3.3346 0.7559 -4.9638
H -4.6488 -1.7876 -3.6911
H -3.4901 -1.6766 -5.0005
H -5.1007 -0.9161 -5.2560
H -2.7758 2.5247 -1.7141
H -1.1426 2.3427 -2.3482
H 0.5988 5.4104 -0.3458
H 1.2822 3.1922 1.6951
H 0.7650 4.7996 2.2334
H 2.3282 4.4614 1.4201
H 1.7961 2.6661 -0.8449
H 2.6008 4.2094 -1.0456
H 1.1628 3.7542 -2.0807
H -4.1964 2.5554 1.6786
H -3.5311 4.5064 -0.5810
H -4.9703 4.6101 0.4213
H -4.6811 3.2741 -0.6525
H -2.5109 5.0287 1.7974
H -2.5736 3.7631 3.1062
H -3.9618 4.7704 2.7046
H -4.5194 -1.3946 -0.2115
H -1.8868 -2.5270 -1.0843
H -3.4305 -2.9157 -1.9846
H -3.2291 -3.4602 -0.2913
H -1.7617 -1.4646 0.9070
H -3.2881 -1.8187 1.8206
H -2.7927 -0.1109 1.3679
F 5.1856 -4.8458 3.9158
C 3.8526 -4.8656 3.7555
C 3.2592 -4.9362 2.5766
N 1.9012 -4.9249 2.4313
C 1.2720 -4.8967 1.1210
C 1.3544 -3.5235 0.4302
O 0.3756 -2.9910 -0.1193
O 2.4919 -2.9180 0.4961
C 1.0609 -4.9965 3.5625
O -0.1416 -5.0132 3.5709
N 1.7418 -5.2173 4.7454
C 3.0694 -4.8912 4.9888
O 3.4703 -4.6755 6.1067
H 3.8627 -4.9174 1.6412
H 0.2066 -5.1458 1.2283
H 1.7319 -5.6490 0.3945
H 1.1011 -5.1536 5.5401
Se 3.2273 -3.0147 -2.1257
N 2.2972 -1.4760 -2.0488
C 2.5037 -0.8054 -3.1611
C 2.0045 0.4556 -3.5025
C 2.2172 0.9060 -4.7743
C 3.0835 0.2266 -5.7249
C 3.6839 -0.8991 -5.3939
C 3.3908 -1.4833 -4.1128
N 3.8462 -2.6804 -3.7630
H 1.3919 0.9728 -2.7559
H 1.7975 1.8274 -5.1149
H 3.2941 0.6758 -6.6736
H 4.3681 -1.4067 -6.0870

**HOMO-LUMO gap (spin up / spin down)**: 7.32 / 7.32 eV
**Highest occupied orbital energy (spin up / spin down)**: -8.14 / -8.14 eV
**2S+1**: 5
**Total charge**: 0

Here are the Mulliken charges for atoms 1 to 6, given in e: Pm 1.315; O -0.727; C -0.120; O -0.365; C 0.440; C -0.420

The most stable arrangement is P, and the next structure is 0.0498 hartree less stable.

P:
The following is a quantum chemistry calculation of an isolated ion of composition C2H3O3S2 and charge -1, from the OMol25 dataset.

Positions of all 10 atoms, in Å:
C 0.6385 0.1131 0.8179
C 0.8429 0.9707 -0.4690
O 1.5778 -0.2455 1.4579
O -2.7399 -1.5488 0.7394
O -0.5843 -0.2313 1.1868
S -0.7304 -1.7807 -1.1952
S -1.8677 -0.6739 -0.0585
H 1.1568 0.3107 -1.2484
H 1.7493 1.6700 -0.5224
H -0.0430 1.4157 -0.7085

**HOMO-LUMO gap**: 8.10 eV
**Highest occupied orbital energy**: -4.38 eV
**Total charge**: -1

Here are the Mulliken charges for atoms 1 to 6, given in e: C 0.668; C -1.032; O -0.593; O -0.550; O -0.430; S -0.484

Q:
The following is a quantum chemistry calculation of an isolated ion of composition C2H3O3S2 and charge -1, from the OMol25 dataset.

Positions of all 10 atoms, in Å:
C 0.1456 -0.5474 1.3660
C 0.4174 0.8163 0.1571
O 0.5836 -0.7510 -1.9329
O -1.3398 -0.8965 -0.4114
O -1.1170 1.0105 -1.9459
S 1.1346 -1.7902 1.5145
S -0.4296 -0.0276 -1.1884
H -0.7867 -0.4186 1.8943
H 1.4843 0.9151 0.0215
H -0.0924 1.6894 0.5252

**SMILES**: O=S(=O)([O-])CC=S
**HOMO-LUMO gap**: 8.14 eV
**Highest occupied orbital energy**: -4.72 eV
**Total charge**: -1

Here are the Mulliken charges for atoms 1 to 6, given in e: C -0.113; C -0.694; O -0.640; O -0.664; O -0.675; S -0.281

R:
The following is a quantum chemistry calculation of C2H3O3S2 as an isolated structure, from the OMol25 dataset.

Positions of all 10 atoms, in Å:
C 0.8785 -0.6015 0.6669
C 0.4258 0.5163 -0.6520
O -2.1715 -0.2687 -1.0864
O -0.6264 -1.0410 0.6745
O -1.7854 1.2809 0.8307
S 2.1047 -1.6753 0.2796
S -1.2247 0.2164 -0.0618
H 0.8689 -0.0856 1.6551
H 0.6912 0.1098 -1.5861
H 0.8389 1.5487 -0.7206

**HOMO-LUMO gap**: 7.42 eV
**Highest occupied orbital energy**: -3.71 eV
**Total charge**: -1

Here are the Mulliken charges for atoms 1 to 6, given in e: C -0.274; C -0.545; O -0.628; O -0.310; O -0.625; S -0.489

The most stable arrangement is P, and the next structure is 0.0427 hartree less stable.

P:
The following is a quantum chemistry calculation of a 2-piece molecular cluster, C2H7BrN overall, from the OMol25 dataset.

Positions of all 11 atoms, in Å:
C 0.4949 0.2990 1.2281
C -0.1537 -0.6728 -1.5290
N -0.6000 0.4579 0.2328
Br 1.6730 -0.7331 -1.6379
H 0.3263 1.0990 1.9776
H 0.2698 -0.6214 1.7930
H 1.3246 0.4355 0.7273
H -0.6645 -1.5112 -1.2520
H -0.6641 -0.0843 -2.1683
H -0.6678 1.4365 0.1051
H -1.3386 -0.1050 0.5233

**HOMO-LUMO gap (spin up / spin down)**: 10.30 / 10.29 eV
**Highest occupied orbital energy (spin up / spin down)**: -15.81 / -15.81 eV
**Total charge**: +1

Here are the Mulliken charges for atoms 1 to 6, given in e: C -0.971; C -0.249; N -0.387; Br 0.098; H 0.359; H 0.323

Q:
The following is a quantum chemistry calculation of an isolated ion of composition C2H7BrN and charge +1, from the OMol25 dataset.

Positions of all 11 atoms, in Å:
C 1.3514 -0.1177 -0.1793
C -1.0549 -0.0091 0.5944
N -0.0929 0.0537 -0.5891
Br -2.8376 -0.1487 0.0027
H 1.4288 -1.1409 0.1276
H 2.0177 0.2844 -0.8918
H 1.4485 0.3849 0.7479
H -0.6757 -0.7366 1.2955
H -0.8898 1.0648 1.2027
H -0.5153 -0.6186 -1.2623
H -0.1802 0.9839 -1.0483

**SMILES**: C[NH2+]CBr
**HOMO-LUMO gap**: 11.45 eV
**Highest occupied orbital energy**: -15.21 eV
**Total charge**: +1

Here are the Mulliken charges for atoms 1 to 6, given in e: C -0.819; C -0.501; N -0.259; Br -0.008; H 0.377; H 0.341

The most stable arrangement is Q, and the next structure is 0.0651 hartree less stable.